Entry 1:
ORCA calculation (the ωB97M-V functional and the def2-TZVPD basis) on 2 unconnected molecules or ions with the total composition C5H12N2O2 in a non-equilibrium geometry.

Values from the calculation:
M = 132.16 g mol⁻¹
LUMO level = 0.56 eV
E_HOMO = -9.978 eV
Energy relative to the best compared isomer or geometry (same formula, charge and spin) = 225.5 kJ/mol
Charge = 0
HOMO-LUMO gap = 0.3874 hartree
Total energy = -457.66303 Ha

Positions of all 21 atoms, in Å:
C 0.3563 -1.7264 -0.5264
C -0.4807 -3.0363 -0.1793
C 0.6542 -1.1896 0.9833
O 0.2375 -1.6264 2.0088
N 1.3990 0.0673 0.7391
H 1.3063 -2.0652 -1.0584
H -0.1563 -1.0617 -1.2228
H -0.3814 -3.3688 0.8720
H 1.4398 0.5533 1.5706
H 1.8392 0.2986 -0.1093
H -0.1755 -3.8567 -0.9254
H -1.5065 -2.6690 0.0485
C 0.1281 2.5569 -1.0604
C -0.3963 2.3100 0.3173
O 0.1984 2.7933 1.2600
N -1.6232 1.5217 0.5250
H 0.9978 1.9370 -1.4378
H 0.6153 3.5077 -0.9829
H -1.8826 1.3698 1.5223
H -2.0288 1.2317 -0.4151
H -0.5404 2.4528 -1.9292

Okay, here come the natural (NBO) numbers, in e, for every atom:
1 C -0.530
2 C -0.657
3 C 0.733
4 O -0.579
5 N -0.876
6 H 0.215
7 H 0.219
8 H 0.244
9 H 0.398
10 H 0.398
11 H 0.217
12 H 0.219
13 C -0.741
14 C 0.695
15 O -0.615
16 N -0.895
17 H 0.234
18 H 0.256
19 H 0.434
20 H 0.408
21 H 0.223


Entry 2:
ORCA calculation (the ωB97M-V functional and the def2-TZVPD basis) on 2 unconnected molecules or ions with the total composition C5H12N2O2 in a non-equilibrium geometry.

Values from the calculation:
M = 132.16 g mol⁻¹
LUMO level (alpha / beta) = -0.91 / -0.91 eV
E_HOMO (alpha / beta) = -6.875 / -6.877 eV
Energy relative to the best compared isomer or geometry (same formula, charge and spin) = 510.8 kJ/mol
Charge = 0
HOMO-LUMO gap (alpha / beta) = 0.2192 / 0.2193 hartree
Total energy = -457.55438 Ha

Positions of all 21 atoms, in Å:
C 1.8539 0.1354 0.5423
C 0.0585 -0.9729 0.1882
C -1.2260 0.5609 -1.2329
C -0.5210 -0.7809 -1.1954
C -0.8581 -0.8740 1.3779
O 2.1603 0.7554 -0.5223
O 2.7001 -0.8310 1.0153
N -0.2880 1.5009 -0.6024
N -0.6115 2.4488 0.1556
H 0.8183 1.3370 -0.7692
H 3.2696 -1.0800 0.2733
H 1.4017 0.6707 1.3855
H 0.6703 -1.8708 0.2329
H -1.6257 2.4168 0.3357
H -1.4595 0.9179 -2.2404
H -2.1477 0.5592 -0.6426
H -1.2041 -1.5841 -1.5067
H 0.2996 -0.7627 -1.9198
H -1.7511 -1.5074 1.2850
H -1.2081 0.1522 1.5599
H -0.3316 -1.1915 2.2802

Okay, here come the natural (NBO) numbers, in e, for every atom:
1 C 0.549
2 C -0.372
3 C -0.267
4 C -0.444
5 C -0.647
6 O -0.786
7 O -0.712
8 N -0.127
9 N -0.233
10 H 0.469
11 H 0.480
12 H 0.111
13 H 0.209
14 H 0.316
15 H 0.229
16 H 0.202
17 H 0.208
18 H 0.222
19 H 0.196
20 H 0.170
21 H 0.227


Entry 3:
ORCA calculation (the ωB97M-V functional and the def2-TZVPD basis) on 2 unconnected molecules or ions with the total composition C5H12N2O2 in a non-equilibrium geometry.

Values from the calculation:
M = 132.16 g mol⁻¹
LUMO level = 0.75 eV
E_HOMO = -9.574 eV
Energy relative to the best compared isomer or geometry (same formula, charge and spin) = 152.7 kJ/mol
Charge = 0
HOMO-LUMO gap = 0.3795 hartree
Total energy = -457.69078 Ha

Positions of all 21 atoms, in Å:
C -1.2043 1.9719 -1.8190
C 0.1268 1.2361 -1.6631
O 0.4339 0.2968 -2.3742
N 0.8138 1.6480 -0.5573
H -1.9568 1.1709 -1.9351
H -1.3355 2.6283 -2.6351
H 1.7178 1.2437 -0.4317
H 0.8250 2.4884 0.0340
H -1.5947 2.6800 -1.0960
C 0.1461 -1.4236 0.0782
C 0.2942 -2.6692 0.9875
C -0.2838 -0.1344 0.8922
O -1.3873 0.3536 0.7978
N 0.5906 0.0826 1.9680
H 1.0168 -1.2195 -0.5326
H -0.6605 -1.5402 -0.6591
H -0.4379 -3.4352 0.8664
H 0.2021 0.6653 2.7207
H 1.2800 -0.6093 2.2268
H 0.1381 -2.5606 2.0460
H 1.2755 -2.8736 1.0856

Okay, here come the natural (NBO) numbers, in e, for every atom:
1 C -0.736
2 C 0.698
3 O -0.613
4 N -0.834
5 H 0.248
6 H 0.232
7 H 0.385
8 H 0.415
9 H 0.226
10 C -0.524
11 C -0.635
12 C 0.728
13 O -0.622
14 N -0.880
15 H 0.235
16 H 0.241
17 H 0.232
18 H 0.394
19 H 0.393
20 H 0.210
21 H 0.209


Entry 4:
ORCA calculation (the ωB97M-V functional and the def2-TZVPD basis) on a molecular structure, C5H12N2O2 in a non-equilibrium geometry.

Values from the calculation:
M = 132.16 g mol⁻¹
LUMO level = 0.45 eV
E_HOMO = -7.460 eV
Energy relative to the best compared isomer or geometry (same formula, charge and spin) = 440.0 kJ/mol
Charge = 0
HOMO-LUMO gap = 0.2906 hartree
Total energy = -457.58133 Ha

Positions of all 21 atoms, in Å:
C 1.6321 0.4748 0.2161
C 1.7398 1.7669 -0.5815
C 0.6044 -1.1547 -0.1612
N 0.9703 -2.2220 0.4352
H 0.9503 -2.1861 1.4529
H 0.5031 -1.0884 -1.2376
H 1.5987 0.6536 1.2946
H 2.5386 -0.1085 0.0562
H 1.0317 2.5181 -0.2250
H 2.7240 2.2294 -0.4582
H 1.5900 1.5856 -1.6495
C -2.1848 -1.4431 0.0611
N -0.9769 -0.6633 0.4363
C -0.9722 0.7744 0.2166
O -1.3451 1.0143 -1.0664
O -0.9577 1.5916 1.1043
H -1.3222 1.9716 -1.2004
H -0.7236 -0.8221 1.4123
H -2.1059 -2.4307 0.5105
H -2.2167 -1.5357 -1.0220
H -3.0779 -0.9255 0.4056

Okay, here come the natural (NBO) numbers, in e, for every atom:
1 C -0.541
2 C -0.641
3 C 0.234
4 N -0.877
5 H 0.323
6 H 0.165
7 H 0.191
8 H 0.212
9 H 0.197
10 H 0.216
11 H 0.201
12 C -0.408
13 N -0.551
14 C 0.941
15 O -0.687
16 O -0.576
17 H 0.510
18 H 0.423
19 H 0.236
20 H 0.223
21 H 0.210


The lowest energy relative to the best compared isomer or geometry (same formula, charge and spin) belongs to which entry? number 3